[1]
{
  "formula": "C40H82B2N2O34P4Pb",
  "method": "ωB97M-V/def2-TZVPD",
  "homo_lumo_gap_ev": 9.55,
  "energy_ev": -159184.970,
  "e_homo_ev": -9.4,
  "elements": ["O", "H", "H", "C", "H", "O", "H", "O", "O", "O", "C", "H", "H", "H", "P", "H", "H", "O", "H", "H", "H", "H", "O", "H", "O", "H", "O", "O", "C", "C", "C", "C", "O", "H", "C", "C", "H", "H", "H", "H", "H", "O", "H", "P", "H", "C", "H", "H", "H", "C", "O", "Pb", "B", "H", "O", "O", "C", "C", "H", "C", "C", "C", "H", "H", "O", "H", "H", "H", "H", "H", "O", "O", "C", "H", "H", "O", "H", "O", "H", "H", "O", "C", "H", "H", "C", "C", "H", "H", "H", "N", "H", "C", "H", "H", "O", "H", "H", "C", "O", "C", "H", "H", "C", "P", "H", "C", "H", "H", "H", "H", "H", "H", "H", "C", "C", "H", "O", "H", "H", "H", "H", "H", "H", "O", "C", "H", "H", "C", "O", "O", "H", "H", "H", "O", "O", "O", "H", "C", "N", "C", "C", "C", "H", "C", "C", "C", "H", "C", "H", "H", "P", "C", "C", "C", "O", "O", "C", "H", "O", "H", "H", "B", "H", "O", "H"],
  "coordinates": [[-5.617, -2.490, 3.518], [-1.573, 3.798, -4.024], [1.140, -5.317, 1.868], [4.241, -1.657, -2.365], [2.828, -4.913, 2.179], [-4.375, -0.166, -2.608], [-0.585, 6.657, -1.686], [6.468, 3.580, -4.524], [-0.726, 0.574, -3.933], [3.774, 3.694, -5.928], [-0.492, 5.841, -2.408], [0.594, 6.428, 3.066], [-2.302, -1.155, -3.076], [2.416, -0.517, -7.491], [0.076, -3.232, 0.888], [-2.594, 2.329, -4.258], [0.582, -0.911, 3.904], [3.440, -5.243, -2.909], [2.256, 2.595, 4.100], [-4.269, -1.915, 7.055], [4.678, -2.006, 1.071], [1.268, 0.900, 5.467], [-0.243, 4.559, -1.635], [-1.924, -2.897, -4.841], [-0.886, -3.186, 2.100], [2.980, 0.246, -0.001], [-6.543, 0.252, 3.807], [2.079, 2.231, 0.058], [-0.685, 2.030, -3.470], [-5.611, -1.655, 2.646], [2.830, 4.469, -0.526], [3.103, 0.680, 2.599], [0.043, -1.972, 0.093], [3.638, 0.529, 3.580], [1.621, -4.209, 3.722], [-1.598, 2.752, -4.369], [2.491, -1.369, -0.034], [0.070, -3.845, -1.824], [1.490, -4.526, -0.952], [2.318, -0.597, 5.716], [2.293, -5.557, -4.537], [-1.483, -0.368, 2.608], [5.337, -1.685, -2.247], [-1.239, 4.167, -0.458], [-1.306, 2.726, -5.413], [0.198, -6.029, -1.730], [1.528, 6.284, -2.930], [0.773, 5.099, -3.992], [-5.023, 4.839, -0.050], [-2.156, -3.169, -3.797], [-1.407, 5.358, 0.564], [0.373, 0.448, 0.570], [-5.118, -0.584, 0.738], [-2.837, -2.240, 6.182], [3.405, 4.959, -1.585], [-3.404, -0.247, 4.263], [1.654, 2.476, 3.194], [4.016, 3.772, -4.743], [-2.558, -5.503, 2.070], [1.530, -0.758, -5.644], [-6.050, -0.206, 2.770], [-3.615, 3.350, -0.391], [2.414, -3.592, 4.120], [-1.685, -4.144, -3.653], [-5.158, -1.864, 1.391], [-1.480, 5.683, -2.915], [5.059, -4.039, -3.421], [0.212, -1.941, 5.304], [0.606, -0.281, -5.972], [0.499, -6.824, -1.058], [1.765, 1.139, 2.728], [2.509, 4.956, 0.522], [-0.392, 6.175, 2.691], [1.692, -5.085, 4.370], [0.649, -3.785, 3.872], [-0.779, 2.878, 0.079], [-2.568, 1.936, 2.186], [3.110, 4.000, -3.793], [-2.693, -2.490, 2.137], [-3.899, -4.538, 2.598], [-0.324, -1.711, -3.302], [2.610, 2.964, -0.761], [4.852, -3.313, -0.489], [1.952, 3.183, 2.439], [-2.285, -3.420, 1.792], [4.538, -1.168, 1.763], [5.292, -0.449, 1.446], [3.798, -4.530, -0.747], [4.730, -1.434, 2.812], [3.880, -3.492, -0.716], [-4.483, -2.438, 5.443], [-4.436, -0.237, -1.393], [1.441, -1.844, -5.614], [-2.455, -4.624, 3.631], [-5.919, 0.392, 1.563], [0.623, 2.615, 3.592], [-0.986, 2.006, -2.425], [-3.203, -0.083, -0.435], [-2.654, 4.184, -1.088], [2.719, -0.346, -6.451], [2.534, -1.351, 2.379], [2.508, -2.891, -2.089], [0.617, 6.032, -3.435], [-1.857, 0.121, 3.945], [3.972, -6.002, -4.796], [-1.695, -2.016, -2.945], [-1.752, 3.336, 2.879], [0.762, -6.139, -2.665], [-5.316, 3.942, -1.550], [-3.273, -3.291, -3.688], [-5.660, 3.174, -0.010], [0.330, 2.429, -3.545], [-0.851, -6.111, -1.952], [-4.979, 3.867, -0.527], [3.184, -5.985, -4.047], [-4.854, 0.039, 5.601], [-1.715, 1.708, 4.122], [3.759, -0.898, -1.786], [2.990, -6.998, -3.751], [-3.941, 3.612, 4.359], [0.451, 6.341, 0.679], [3.449, -3.513, -4.106], [2.875, 0.742, -6.416], [5.139, 3.681, -2.715], [1.348, -0.130, 5.834], [-3.357, 3.276, 0.696], [4.033, -1.529, -3.424], [5.353, 3.660, -4.030], [1.591, -0.393, -4.155], [-3.657, -0.027, 0.768], [-3.188, 0.195, 6.276], [-2.485, -3.567, 0.715], [-3.500, 2.315, -0.742], [-5.470, -0.551, -0.674], [-0.255, -4.562, 0.042], [0.689, 0.119, -1.869], [3.778, 1.406, 2.029], [-2.444, 2.524, 3.094], [2.579, -0.494, 0.489], [3.566, -2.974, -2.061], [-0.190, 5.668, 1.274], [3.137, -0.650, 1.786], [-1.701, -2.295, -1.904], [1.806, -4.592, 2.299], [-3.836, 2.855, 3.577], [-3.843, -0.387, 5.615], [-4.292, 1.940, 3.986], [-2.797, -4.569, 2.583], [-0.982, 7.100, 2.797], [0.239, 6.722, -4.186], [0.322, -0.284, -3.253], [3.943, -3.938, -3.218], [-3.834, -1.795, 6.077], [0.451, -4.610, -1.179], [-2.099, -0.137, -0.924], [-1.080, -0.455, 5.188], [0.336, -0.893, 4.975], [1.094, -0.212, 6.899], [1.529, -3.404, 1.474], [-4.451, 3.270, 2.731], [3.624, -0.919, -6.292], [3.694, 3.797, -2.487], [-0.768, 5.399, 3.368], [3.218, 2.621, -1.834], [0.361, 4.737, 1.457]]
}



[2]
{
  "formula": "C40H83AlF2N10O13PS",
  "method": "ωB97M-V/def2-TZVPD",
  "total_charge": -1,
  "homo_lumo_gap_ev": 6.80,
  "energy_ev": -116506.991,
  "e_homo_ev": -5.1,
  "elements": ["S", "F", "H", "H", "C", "C", "H", "C", "H", "H", "C", "C", "H", "C", "N", "C", "O", "C", "H", "P", "H", "H", "C", "H", "O", "H", "H", "H", "H", "C", "H", "C", "H", "C", "H", "H", "H", "C", "H", "H", "H", "H", "H", "H", "N", "N", "N", "C", "H", "H", "C", "C", "H", "H", "H", "H", "H", "H", "C", "O", "O", "C", "C", "H", "H", "H", "H", "C", "N", "H", "N", "C", "H", "H", "C", "C", "H", "C", "C", "H", "H", "H", "C", "F", "H", "H", "H", "C", "H", "H", "H", "C", "O", "H", "H", "O", "H", "C", "H", "H", "O", "H", "O", "O", "H", "H", "C", "C", "H", "C", "O", "H", "H", "H", "C", "O", "C", "N", "H", "H", "H", "C", "H", "H", "C", "C", "Al", "C", "N", "H", "H", "H", "C", "O", "H", "H", "O", "H", "C", "N", "H", "H", "H", "H", "H", "H", "N", "H", "H", "H", "H"],
  "coordinates": [[-5.434, -1.602, 0.487], [-1.055, 2.119, -2.394], [4.206, -1.626, 3.001], [-7.171, 2.112, 1.252], [-2.099, -0.446, 2.113], [-1.469, -6.081, -1.895], [-0.851, -3.757, -4.312], [-2.549, -6.554, -4.043], [-3.161, 3.000, -4.251], [-2.017, -0.939, -3.134], [4.895, -2.152, 2.345], [4.029, -9.835, 4.021], [-1.901, -0.924, 4.199], [-1.473, -0.154, 0.902], [-2.003, -6.991, -2.897], [4.321, -4.344, 1.283], [1.946, 5.319, -1.246], [0.149, -3.597, -4.719], [3.668, -10.750, 4.484], [-4.688, -0.470, -0.935], [4.694, -5.276, 3.613], [2.252, 7.885, -0.382], [-2.035, 3.133, -0.470], [4.716, -10.084, 3.211], [-4.888, -1.296, -2.331], [-6.678, -2.024, 6.149], [5.082, -4.247, 0.503], [-6.602, 5.111, -4.606], [-5.207, 5.907, -3.145], [5.220, -7.842, 4.647], [3.348, 4.921, 1.218], [-7.128, 1.391, 2.069], [3.788, -9.655, 6.805], [-3.544, 3.657, -5.032], [9.342, 6.773, -2.810], [-4.395, 2.518, 3.705], [-5.069, 1.605, -1.309], [-2.197, 2.069, -1.530], [2.432, 1.540, -0.062], [1.828, 5.574, -3.259], [5.911, -1.886, 2.638], [4.158, 4.311, -0.229], [8.132, 9.829, -3.229], [4.715, -1.837, 1.322], [2.684, 7.178, -2.307], [-4.617, 4.495, -4.516], [-6.271, 1.889, 3.138], [-5.930, 4.424, -5.116], [3.540, 8.758, -1.254], [-6.325, -0.326, 8.054], [6.579, 6.947, -2.413], [2.887, 7.907, -3.545], [-7.192, 1.135, 4.864], [-5.403, -2.083, -2.103], [0.664, -2.874, -4.091], [-2.953, -8.848, -2.668], [-3.180, -0.499, 2.151], [5.812, 7.330, -1.741], [-0.593, -3.948, -7.083], [-0.180, -2.897, -1.499], [5.166, -7.400, 3.516], [-1.224, -2.358, -1.763], [-5.626, -1.960, 5.883], [-8.128, 1.226, 2.465], [-1.673, 4.056, -0.932], [1.588, 2.139, 1.359], [-6.032, 2.450, 5.125], [4.785, -9.506, 6.386], [3.558, 2.840, 1.125], [-1.332, 2.853, 0.314], [4.699, -9.026, 5.024], [-1.949, -8.421, -2.664], [-0.413, -0.566, -2.420], [5.705, -7.293, 5.471], [3.104, 7.782, -1.055], [-4.338, 5.313, -3.479], [-4.862, -0.722, 8.971], [8.980, 7.632, -2.241], [-0.080, -0.068, 0.917], [-5.258, -2.948, 5.609], [-3.051, -0.869, 7.774], [2.353, 8.859, -3.517], [2.276, 2.420, 0.564], [-2.386, -3.060, -1.570], [-2.716, 4.274, -5.381], [1.046, -1.382, -5.645], [0.099, -4.197, -7.889], [0.573, -1.938, -6.471], [-1.438, -3.416, -7.521], [-3.070, 2.329, -2.145], [-2.551, -5.454, -4.127], [-5.574, -1.097, 8.238], [-2.943, -1.554, 5.861], [-5.887, 4.697, -6.173], [-6.731, 0.459, 1.664], [-4.497, 1.991, 1.743], [-1.995, -6.204, -0.948], [7.274, 9.143, -3.125], [-7.632, 2.801, 4.447], [3.840, 7.142, -0.565], [0.529, -1.507, -7.610], [0.582, -0.813, 4.151], [-3.000, -7.278, -4.915], [3.856, 0.831, 2.124], [-6.074, -1.975, 8.654], [5.017, 4.315, 1.329], [4.049, 4.171, 0.847], [-3.545, -1.281, 6.876], [-0.407, -6.279, -1.738], [-1.381, -0.679, 3.282], [5.203, -3.620, 4.676], [4.221, -5.396, 1.543], [6.106, 6.709, -3.366], [-1.374, -8.916, -3.448], [0.004, -0.615, 3.258], [-3.249, 5.380, -2.950], [0.651, -0.287, 2.075], [0.064, -3.122, -6.087], [-5.507, -1.311, 5.014], [-1.481, -8.605, -1.700], [1.850, 3.225, -0.029], [-6.812, 2.078, 4.461], [2.515, 7.321, -4.383], [0.472, 0.180, 0.015], [4.238, 1.960, 1.876], [4.873, -4.194, 3.647], [-2.353, 0.161, -0.841], [2.119, 5.956, -2.267], [-4.879, -1.435, 7.017], [3.370, -3.983, 0.886], [-3.004, 3.365, -0.028], [-3.925, 3.058, -5.856], [-4.980, 2.152, 2.842], [6.147, 9.461, -3.455], [-0.948, -4.863, -6.613], [5.314, -8.776, 6.996], [-5.640, 0.840, -1.164], [5.197, 2.357, 2.256], [-1.394, -0.994, -2.240], [4.701, -3.591, 2.459], [3.951, 8.108, -3.685], [1.732, -0.225, 2.074], [3.189, -9.289, 3.591], [9.047, 7.396, -1.177], [7.018, 6.047, -1.991], [5.326, -10.454, 6.427], [7.616, 7.949, -2.608], [0.695, -4.543, -4.690], [-6.336, 3.414, -5.034], [-1.586, -5.056, -2.222], [9.623, 8.485, -2.450]]
}